No. 1
C4H8BrN | ωB97M-V with the def2-TZVPD basis set

Last column: natural (NBO) charge in e.
Atoms and positions in Å:
C -0.79444 -0.28299 1.36260  -0.27
C -0.17146 0.05125 0.03634  0.17
C -0.63898 0.03934 -1.39603  -0.65
C 1.67468 -0.50504 0.05753  -0.61
N -0.21858 1.06080 0.99904  -0.48
Br -1.25630 2.62442 0.87187  0.15
H -1.81136 -0.42755 1.27467  0.20
H -0.28506 -0.99892 1.95465  0.21
H -0.74257 -0.99393 -1.91062  0.23
H -0.04298 0.58792 -2.06229  0.23
H -1.48813 0.68054 -1.40537  0.22
H 2.19911 0.40810 0.18461  0.21
H 1.92603 -1.02459 -0.93227  0.20
H 1.65003 -1.21936 0.96526  0.20

## Properties
Largest force on an atom in Eh/bohr: 0.108
Energy above the lowest of the compared OMol25 structures with the same formula, charge and spin in kJ/mol: 311.8
Orbital gap in eV: 8.9
Molecular weight in g mol⁻¹: 150.0
Lowest unoccupied orbital energy in eV: 0.36
Spin multiplicity: 1


No. 2
C4H8BrN | ωB97M-V with the def2-TZVPD basis set

Last column: natural (NBO) charge in e.
Atoms and positions in Å:
H -0.20321 -3.04959 -0.50580  0.35
N -0.21257 -2.17228 0.00956  -0.59
C 0.06422 -1.14714 -0.66832  0.04
C 0.12597 0.16827 -0.01514  0.25
C -0.27538 1.35013 -0.83140  -0.69
C -0.20671 0.21198 1.43830  -0.69
Br 2.53504 0.18895 0.02694  -0.27
H 0.29616 -1.13930 -1.74223  0.17
H -1.36083 1.31704 -0.94451  0.23
H 0.16991 1.34055 -1.82253  0.24
H -0.01327 2.28151 -0.33436  0.24
H 0.16215 1.12472 1.89843  0.23
H -1.29137 0.17963 1.54646  0.23
H 0.20987 -0.65445 1.94459  0.26

## Properties
Largest force on an atom in Eh/bohr: 0.039
Energy above the lowest of the compared OMol25 structures with the same formula, charge and spin in kJ/mol: 1.1
Orbital gap in eV: 8.9
SMILES: [H]/N=C/C(C)(C)Br
Molecular weight in g mol⁻¹: 150.0
Lowest unoccupied orbital energy in eV: -0.77
Spin multiplicity: 1


No. 3
C4H8BrN2O2 | ωB97M-V with the def2-TZVPD basis set

Last column: natural (NBO) charge in e.
Atoms and positions in Å:
C 1.13701 0.98046 -0.87552  -0.55
C -0.49664 1.19400 -0.69613  -0.12
N -0.69233 2.13713 0.41434  0.44
O -0.35608 3.24502 0.54527  -0.17
N -1.21792 1.25458 1.25342  -0.35
C -1.18354 0.10784 0.31205  0.11
Br -3.10939 -0.31902 -0.28291  0.05
C -0.67131 -1.35597 0.72489  -0.12
O 0.72868 -1.36712 0.82180  -0.72
H 1.21142 0.55118 -1.82440  0.24
H 1.41360 0.40466 -0.09328  0.24
H 1.41405 2.06913 -0.93209  0.24
H -0.95198 1.38128 -1.69394  0.29
H -1.29852 1.36822 2.27977  0.46
H -1.26968 -2.17913 0.08457  0.25
H -1.11349 -1.61622 1.71925  0.21
H 1.10579 -2.13303 0.34007  0.51

## Properties
Largest force on an atom in Eh/bohr: 0.120
Energy above the lowest of the compared OMol25 structures with the same formula, charge and spin in kJ/mol: 14.4
Orbital gap in eV: 8.8
SMILES: C[C@@H]1[N+](=O)N[C@]1(Br)CO
Molecular weight in g mol⁻¹: 196.0
Total charge: +1
Lowest unoccupied orbital energy in eV: -5.71
Spin multiplicity: 1


No. 4
C4H8BrN3P | ωB97M-V with the def2-TZVPD basis set

Last column: natural (NBO) charge in e.
Atoms and positions in Å:
C 0.49524 0.67997 2.43093  -0.09
C -0.33342 -0.48538 -0.36235  0.33
C 1.33068 -0.09309 1.50241  -0.27
C -1.32495 2.12906 1.81162  0.10
N -0.34021 1.53645 2.01381  -0.28
N 0.36895 -0.83706 0.65043  -0.52
N -1.32988 -1.18709 -0.76662  -0.75
P 0.33657 1.04427 -1.32784  0.32
Br 0.44917 0.11196 4.23731  0.10
H 1.99828 0.50984 0.82060  0.25
H 2.09796 -0.65082 1.91233  0.27
H -1.83503 3.08037 1.85740  0.25
H -0.09107 -1.64771 1.17975  0.40
H -2.05866 -0.69331 -1.32919  0.45
H -1.49949 -2.11287 -0.22264  0.42
H -0.39431 0.77895 -2.40976  -0.02
H -0.64826 2.12740 -0.90575  0.04

## Properties
Largest force on an atom in Eh/bohr: 0.086
Energy above the lowest of the compared OMol25 structures with the same formula, charge and spin in kJ/mol: 258.8
Orbital gap in eV: 7.5
Molecular weight in g mol⁻¹: 209.0
Total charge: +1
Lowest unoccupied orbital energy in eV: -3.82
Spin multiplicity: 1


Per-record calculated total energy, a.u.: -2785.83130 -2785.94963 -2990.78878 -3236.46012